# 1
Density functional theory data (the ωB97M-V functional and the def2-TZVPD basis) for a structure of composition C3H6ClOPS in a non-equilibrium geometry.

Values from the calculation:
Multiplicity: 3
HOMO energy (alpha / beta): -6.7 / -9.0 eV
Total charge: 0
Energy above the lowest of the compared OMol25 structures with the same formula, charge and spin: 0.2032 eV
DFT total energy: -37898.8758 eV
Kohn-Sham gap (alpha / beta): 7.43 / 6.00 eV
M: 156.57 Da

Cartesian coordinates (Å):
C (-0.08626, -0.85890, -0.73483)
C (0.32124, -0.12199, 0.49733)
C (1.67316, 0.59320, 0.33564)
O (-0.60159, 0.83389, 0.80604)
P (-2.63509, 0.04512, 0.60237)
S (-1.78561, -1.57563, -0.53817)
Cl (-3.36871, 1.35571, -0.75286)
H (-0.24005, -0.12407, -1.59712)
H (0.50401, -1.72405, -1.00342)
H (0.29743, -0.90479, 1.31024)
H (2.27837, 0.02222, -0.27765)
H (1.94546, 0.85211, 1.44949)
H (1.69765, 1.60717, -0.09705)

---

# 2
Density functional theory data (the ωB97M-V functional and the def2-TZVPD basis) for an isolated molecule of C4H9F2N in a non-equilibrium geometry.

Values from the calculation:
HOMO energy: -9.5 eV
Total charge: 0
Energy above the lowest of the compared OMol25 structures with the same formula, charge and spin: 0.2964 eV
Structure (SMILES): N[C@H](CF)CCF
DFT total energy: -11218.5657 eV
Kohn-Sham gap: 10.49 eV
M: 109.12 Da

Cartesian coordinates (Å):
N (0.48681, -1.70031, 0.27556)
C (-0.10298, -0.43599, 0.77012)
C (-1.61663, -0.46522, 0.53456)
F (-1.81798, -0.52854, -0.84014)
C (0.66543, 0.78602, 0.32601)
C (0.75891, 1.15880, -1.13221)
F (1.49343, 0.18701, -1.78450)
H (-0.02600, -1.94470, -0.53848)
H (1.38966, -1.47144, -0.07024)
H (-0.01201, -0.36090, 1.89861)
H (-2.17037, 0.45554, 0.93997)
H (-1.98035, -1.38052, 1.02962)
H (1.70790, 0.71653, 0.68234)
H (0.22273, 1.63470, 0.85275)
H (-0.24896, 1.18251, -1.64097)
H (1.25038, 2.16651, -1.30300)

---

# 3
Density functional theory data (the ωB97M-V functional and the def2-TZVPD basis) for an isolated molecule of C5H10O.

Values from the calculation:
HOMO energy: -9.5 eV
Total charge: 0
Energy above the lowest of the compared OMol25 structures with the same formula, charge and spin: 1.0322 eV
Structure (SMILES): CC1(C)CCO1
DFT total energy: -7393.7332 eV
Kohn-Sham gap: 10.55 eV
M: 86.13 Da

Cartesian coordinates (Å):
C (-1.12030, -1.15287, -0.16441)
C (-0.24599, 0.09096, -0.08814)
C (-1.07382, 1.36720, 0.08408)
C (1.00384, -0.08985, 0.80291)
C (1.75855, -0.19985, -0.52514)
O (0.59599, 0.17895, -1.27019)
H (-1.84414, -1.06029, -0.98154)
H (-1.67169, -1.29107, 0.77328)
H (-0.51100, -2.04571, -0.34414)
H (-1.07861, 1.90650, -0.86809)
H (-0.65461, 2.03566, 0.84365)
H (-2.11258, 1.15217, 0.35752)
H (1.01393, -0.97043, 1.45188)
H (1.25945, 0.79920, 1.38532)
H (2.08998, -1.21676, -0.77626)
H (2.59101, 0.49620, -0.68073)

---

# 4
Density functional theory data (the ωB97M-V functional and the def2-TZVPD basis) for a structure of composition C29H44BrN3P2STi in a non-equilibrium geometry.

Values from the calculation:
Multiplicity: 3
HOMO energy (alpha / beta): -12.2 / -12.7 eV
Total charge: +2
Energy above the lowest of the compared OMol25 structures with the same formula, charge and spin: 3.7876 eV
DFT total energy: -157807.8171 eV
Kohn-Sham gap (alpha / beta): 7.32 / 3.65 eV
M: 656.48 Da

Cartesian coordinates (Å):
C (-1.28272, -0.77227, -4.68124)
C (-1.79067, 0.25463, -3.86858)
C (-2.46861, 1.33519, -4.45757)
C (-2.52272, 1.37078, -5.86179)
N (-2.03711, 0.39853, -6.62818)
C (-1.38803, -0.62276, -6.07108)
C (-1.34034, 0.29339, -2.49120)
C (-0.11078, -0.15115, -1.97736)
C (1.22407, -0.27862, -2.37791)
C (1.96876, -1.40958, -2.02157)
C (3.28162, -1.22091, -1.64202)
C (3.80052, 0.08324, -1.61470)
C (3.13677, 1.13171, -2.26226)
C (1.90361, 0.88504, -2.83169)
Ti (-1.09627, 0.82998, -0.69379)
P (-1.56680, -0.94269, 0.94701)
H (-2.88115, 2.15369, -3.86732)
H (-0.74814, -1.62336, -4.26002)
H (-2.98196, 2.21403, -6.37311)
H (-0.92984, -1.36557, -6.71757)
H (1.44312, 1.59091, -3.51404)
H (1.46528, -2.35867, -1.91058)
H (3.55027, 2.12977, -2.25880)
H (3.86303, -2.06430, -1.28677)
C (-0.92321, -0.90732, 2.67548)
C (-1.92331, -0.48727, 3.74543)
H (-0.03332, -0.25848, 2.67310)
H (-0.52108, -1.91401, 2.86941)
H (-1.40714, -0.43436, 4.71220)
H (-2.34583, 0.50535, 3.55220)
H (-2.74623, -1.20593, 3.84602)
C (-3.31144, -0.27227, 0.90304)
C (-3.80069, -0.27445, -0.54371)
H (-3.42356, 0.72232, 1.37045)
H (-3.90674, -0.95305, 1.52083)
H (-4.73510, 0.29978, -0.63167)
H (-3.08656, 0.19927, -1.27029)
H (-3.98315, -1.30371, -0.90276)
C (-1.83924, -2.72271, 0.70692)
C (-2.74566, -3.31983, 1.79267)
H (-0.84363, -3.19417, 0.70693)
H (-2.26260, -2.86139, -0.29964)
H (-2.94321, -4.37801, 1.58298)
H (-2.28568, -3.26800, 2.78773)
H (-3.72350, -2.82369, 1.84653)
Br (5.30255, 0.50361, -0.60032)
P (-0.33214, 2.97776, 0.63909)
C (-1.52175, 2.39217, 1.88511)
C (-1.56227, 3.29265, 3.13223)
H (-1.18932, 1.37879, 2.18380)
H (-2.53176, 2.35137, 1.43251)
H (-2.32373, 2.91821, 3.82981)
H (-0.59442, 3.30809, 3.65254)
H (-1.83211, 4.31693, 2.85164)
C (1.33326, 2.51834, 1.22053)
C (2.21074, 3.71942, 1.61132)
H (1.77773, 1.93860, 0.39511)
H (1.19890, 1.84061, 2.08200)
H (3.14703, 3.35685, 2.05663)
H (2.47764, 4.33104, 0.73755)
H (1.72348, 4.36763, 2.35416)
C (-0.48098, 3.12913, -1.17966)
C (-0.60543, 4.62857, -1.54373)
H (-1.42991, 2.59461, -1.52987)
H (0.41375, 2.67395, -1.62680)
H (-0.47809, 4.75489, -2.61939)
H (-1.58322, 5.02743, -1.25304)
H (0.17521, 5.21898, -1.04983)
C (2.17153, -4.31604, 2.94582)
N (3.34424, -3.79254, 2.25375)
C (4.62995, -4.31185, 2.25301)
C (5.38592, -3.48956, 1.46703)
N (4.55509, -2.48222, 1.02623)
C (3.26983, -2.65978, 1.48443)
S (1.87945, -1.79044, 1.16704)
H (1.84142, -3.59250, 3.70392)
H (1.34996, -4.44923, 2.22401)
H (2.43126, -5.26670, 3.41788)
H (4.88492, -5.19638, 2.81658)
H (6.42331, -3.53005, 1.19417)
H (4.83690, -1.67141, 0.46305)

---

# 5
Density functional theory data (the ωB97M-V functional and the def2-TZVPD basis) for an isolated molecule of C18H18N2O3S2 in a non-equilibrium geometry.

Values from the calculation:
HOMO energy: -8.7 eV
Total charge: 0
Energy above the lowest of the compared OMol25 structures with the same formula, charge and spin: 0.1490 eV
Structure (SMILES): C=CCN(c1ccccc1)S(=O)(=O)c1ccc2c(c1)NC(=O)[C@H](C)S2
DFT total energy: -49750.9351 eV
Kohn-Sham gap: 8.88 eV
M: 374.49 Da

Cartesian coordinates (Å):
C (-3.72868, -0.22064, 0.25711)
C (-3.00103, 0.87926, 0.26027)
C (-1.65120, 0.99428, -0.38366)
N (-0.65263, 1.54982, 0.51368)
C (-0.54743, 2.95229, 0.62150)
C (-0.16908, 3.69904, -0.49128)
C (-0.03089, 5.07060, -0.39028)
C (-0.25266, 5.70833, 0.81906)
C (-0.62338, 4.96622, 1.92726)
C (-0.78141, 3.59478, 1.83120)
S (-0.36087, 0.65237, 1.90670)
O (0.80615, 1.20660, 2.52150)
O (-1.53930, 0.48333, 2.70706)
C (0.07805, -0.92424, 1.18248)
C (-0.76783, -2.01251, 1.29407)
C (-0.39043, -3.21524, 0.72633)
C (0.82844, -3.32942, 0.06647)
C (1.69546, -2.23003, -0.01498)
C (1.29773, -1.02027, 0.54483)
N (2.95643, -2.33702, -0.58940)
C (3.42190, -3.31015, -1.42083)
O (4.58293, -3.35693, -1.75187)
C (2.37488, -4.26530, -1.96144)
C (1.55330, -3.59626, -3.05765)
S (1.30203, -4.87744, -0.61594)
H (-4.69573, -0.26312, 0.72617)
H (-3.38636, -1.12497, -0.22046)
H (-3.35021, 1.77907, 0.74659)
H (-1.30241, 0.01131, -0.71549)
H (-1.71600, 1.65298, -1.25561)
H (0.02232, 3.20084, -1.43047)
H (0.26141, 5.64243, -1.25881)
H (-0.13643, 6.77886, 0.89567)
H (-0.80149, 5.45708, 2.87222)
H (-1.08191, 3.01143, 2.68693)
H (-1.70004, -1.89532, 1.82164)
H (-1.02578, -4.08423, 0.79394)
H (1.93982, -0.15396, 0.51386)
H (3.62911, -1.62363, -0.33529)
H (2.88304, -5.14877, -2.35273)
H (0.82795, -4.29974, -3.45964)
H (2.21157, -3.27218, -3.86130)
H (1.02070, -2.72952, -2.66938)

---

# 6
Density functional theory data (the ωB97M-V functional and the def2-TZVPD basis) for a cluster of 2 separate species, C10H16O in total in a non-equilibrium geometry.

Values from the calculation:
HOMO energy: -8.2 eV
Total charge: 0
Energy above the lowest of the compared OMol25 structures with the same formula, charge and spin: 3.2611 eV
Structure (SMILES): CCc1ccc(O)cc1.CC
DFT total energy: -12674.4638 eV
Kohn-Sham gap: 8.95 eV
M: 152.24 Da

Cartesian coordinates (Å):
C (-0.22793, -1.09237, -2.09083)
C (1.14022, -1.41259, -1.46231)
C (1.39113, -1.07261, -0.05131)
C (2.40041, -1.71807, 0.58162)
C (2.93540, -1.23115, 1.78240)
C (2.22082, -0.23762, 2.44437)
O (2.63651, 0.13150, 3.64129)
C (1.14122, 0.54689, 1.84172)
C (0.69155, -0.02138, 0.58922)
H (-0.20704, -0.18563, -2.61400)
H (-1.04172, -0.99981, -1.30014)
H (-0.54308, -1.81307, -2.87852)
H (1.16729, -2.44606, -1.56389)
H (1.89993, -0.97297, -2.17767)
H (2.97973, -2.47675, 0.02387)
H (3.81574, -1.62158, 2.12632)
H (1.93001, 0.25445, 4.40805)
H (0.77589, 1.37639, 2.18157)
H (0.18616, 0.57560, -0.10065)
C (-3.84120, 1.44098, -0.83754)
C (-2.54397, 2.22387, -0.50036)
H (-3.74738, 0.71719, -1.47555)
H (-4.17304, 0.91977, 0.04122)
H (-4.51658, 2.10240, -1.45367)
H (-1.88566, 1.49690, 0.00264)
H (-2.61662, 3.02883, 0.21348)
H (-1.96779, 2.48689, -1.37134)

---

- Number 1 is which compound?
  C3H6ClOPS